[1]
Formula: C4H5NOS
Source: the Open Molecules 2025 dataset
Level of theory: ωB97M-V with the def2-TZVPD basis set

The geometry in XYZ format:
```
12
Properties=species:S:1:pos:R:3:forces:R:3
S 1.6125 0.0236 -0.5810 0.005 0.060 0.053
O -1.4440 -0.6063 -0.6282 0.077 -0.197 -0.019
N -1.6788 0.7285 -0.3536 0.338 0.567 0.290
C 0.6096 -0.7020 0.7198 -0.335 -0.357 0.117
C -0.7199 -1.3396 0.3514 0.092 0.214 0.235
C -0.7479 1.3591 0.2569 0.180 -0.771 -0.225
C 0.5548 0.7799 0.7014 -0.619 -0.199 -0.403
H -0.6389 -2.3411 -0.0559 0.233 -0.048 -0.171
H 1.0666 1.3410 1.4546 0.313 0.172 0.271
H -0.9190 2.4094 0.4197 -0.195 0.204 0.023
H 1.1398 -1.1982 1.5370 -0.078 0.203 -0.250
H -1.3246 -1.4227 1.2632 -0.010 0.152 0.079
```
Forces are in eV/Å.

Summary:
Charge: 0
SMILES: C1=NOC[C@H]2S[C@@H]12
Orbital gap (eV): 9.8787
Molar mass (g/mol): 115.16

Atomic partial charges in e from the Löwdin method, atoms 1 to 6: 0.8975 -0.1483 0.0556 -0.5353 -0.2039 -0.1484


[2]
Formula: C4H2O2
Source: the Open Molecules 2025 dataset
Level of theory: ωB97M-V with the def2-TZVPD basis set

The geometry in XYZ format:
```
8
Properties=species:S:1:pos:R:3:forces:R:3
O -0.1575 -0.3867 2.5053 0.111 0.216 -0.314
O -1.8246 0.9417 -1.8857 0.934 -0.572 0.739
C 0.0987 -0.4047 -0.9861 0.148 -0.077 0.113
C -0.9605 0.3508 -1.4260 -0.777 0.587 -0.286
C 0.5033 0.0756 1.5760 -0.184 -0.144 -0.085
C 0.6097 -0.4449 0.2797 -0.118 0.014 -0.111
H 0.4782 -1.0205 -1.8040 0.044 -0.015 0.009
H 1.2527 0.8886 1.7408 -0.158 -0.009 -0.065
```
Forces are in eV/Å.

Summary:
Charge: 0
Orbital gap (eV): 7.6174
Molar mass (g/mol): 82.06

Atomic partial charges in e from the Löwdin method, atoms 1 to 6: -0.0347 0.2882 -0.1294 -0.0438 -0.3902 0.0795


[3]
Formula: C23H32N4NbO7PS2
Source: the Open Molecules 2025 dataset
Level of theory: ωB97M-V with the def2-TZVPD basis set

The geometry in XYZ format:
```
70
Properties=species:S:1:pos:R:3:forces:R:3
Nb 0.9994 -1.0651 -0.9986 1.477 5.841 0.822
S 0.8362 0.7977 -3.4370 -0.667 -0.502 0.476
S 3.2405 0.1651 0.2866 1.074 0.449 1.656
P -0.0602 0.3968 2.0837 0.714 -1.311 -2.052
O 2.1189 0.8034 -0.5114 -0.363 -0.263 0.021
O -1.2034 1.6869 -0.4129 0.660 0.089 -1.503
O 2.7808 -1.3667 -0.2204 -0.813 0.168 0.477
O 3.0122 0.3084 1.7344 -0.563 -0.772 -1.954
O 2.0474 -0.0243 -3.1790 -1.185 -0.403 0.100
O 4.5865 0.4652 -0.0912 -1.401 -0.572 -0.594
O 0.0644 0.5595 -4.6449 1.494 0.569 1.270
N 0.0714 0.4971 4.7392 0.845 0.213 -0.107
N -0.0958 2.6233 3.5221 -0.991 0.783 0.440
N -0.0457 0.5026 -2.0841 -1.326 -0.144 1.496
N -2.0460 1.2453 3.8270 -0.871 -0.272 -0.861
C -0.5584 -2.2918 -3.9802 -0.253 -0.254 -1.650
C -1.5210 2.6460 3.6735 0.815 1.822 1.203
C -0.5833 1.6972 -1.4699 -0.111 -0.714 -0.164
C -0.8945 -2.8197 -0.3139 0.183 -0.269 -2.268
C -1.7848 -3.1207 0.7848 -1.287 -0.926 2.440
C 1.7199 3.3699 -3.8934 -0.530 -0.210 0.091
C 0.7943 -2.9019 -1.9067 0.576 -2.732 0.087
C 0.5580 -3.0731 -0.4364 -1.974 -1.359 -1.261
C 0.2601 5.1033 -3.0515 0.509 1.249 -0.481
C 0.3213 2.2542 2.1952 1.904 -1.595 0.557
C 1.3637 -4.0311 0.3986 -0.871 -1.651 0.699
C -2.9591 -2.2551 -1.8719 -0.383 1.453 -1.437
C 1.9921 -3.4875 -2.6967 0.092 0.708 -0.039
C -0.4381 4.2524 -2.2366 -1.197 -1.300 0.258
C 1.3516 4.7069 -3.8744 -0.084 0.022 1.508
C 0.6915 -0.3389 3.6817 -0.764 1.658 0.056
C 0.9572 2.5006 -3.0645 0.788 0.820 -2.749
C -1.8860 0.5080 2.5374 0.108 0.352 -1.129
C -0.1375 2.8814 -2.2989 1.086 -0.029 0.715
C -1.3545 0.4863 4.9479 1.457 -0.236 0.519
C -0.4715 -2.6057 -2.5509 0.006 0.560 0.218
C 0.5317 1.9013 4.6016 0.863 0.471 1.491
C -1.5159 -2.4624 -1.6023 2.544 -0.693 1.200
H -1.8057 -0.5109 5.0949 0.285 0.329 -0.647
H -1.3150 4.5824 -1.6563 0.701 -0.033 -0.220
H 0.4130 -1.3672 3.8543 -0.150 -0.418 -0.329
H -0.9373 -1.2692 -4.0626 0.031 -0.060 -0.202
H -0.0596 6.1545 -3.0117 0.427 -0.446 -0.228
H 2.1199 -2.7241 -3.5194 0.584 -1.166 0.711
H 1.1698 -5.1105 0.0710 0.160 1.457 0.293
H -1.9454 3.2285 2.8238 -0.245 -0.980 0.546
H 1.1163 -4.0024 1.4762 -0.206 0.182 -0.508
H -1.2846 -2.8963 -4.6032 0.604 0.294 1.056
H -1.7788 3.1647 4.6383 0.175 -0.407 -0.894
H 0.4158 -2.3562 -4.5193 -0.795 0.103 0.554
H -3.0348 1.3035 4.0205 -0.556 0.054 0.272
H -2.0837 -4.2356 0.7929 0.755 1.405 -0.273
H 2.4231 -3.8901 0.3867 0.635 0.394 -0.423
H -3.2710 -1.1757 -1.7954 0.499 -0.773 0.134
H 0.2579 2.3738 5.5872 0.360 -0.066 -1.029
H 1.7321 -4.4814 -3.1425 0.202 0.851 0.459
H -0.0926 2.8879 1.4302 -0.548 -0.151 -0.312
H -3.5975 -2.7945 -1.1755 -0.006 -0.267 -0.371
H 2.0115 5.4512 -4.3170 -0.542 -0.106 -0.325
H -2.7788 -2.6092 0.7614 1.005 -0.113 -0.098
H 2.9237 -3.5758 -2.0528 -1.201 0.217 -0.923
H -2.4014 1.0605 1.6858 0.692 -0.456 1.149
H 2.5300 3.0467 -4.5804 -0.649 -0.057 0.813
H -3.1626 -2.4715 -2.9690 0.039 -0.185 1.486
H -1.3177 -2.9501 1.7757 -0.238 -0.129 -0.451
H 1.8088 -0.2514 3.7457 -1.153 0.045 -0.357
H -1.4893 0.9945 5.8980 -0.506 0.493 -0.084
H 1.4367 2.3364 2.0947 -0.910 -0.097 0.206
H 1.6470 2.0209 4.4431 -1.235 -0.711 0.418
H -2.3933 -0.4483 2.6385 0.226 -0.220 0.025
```
Forces are in eV/Å.

Summary:
Charge: +2
Orbital gap (eV): 6.4303
Molar mass (g/mol): 664.54

Atomic partial charges in e from the Löwdin method, atoms 1 to 6: 1.9554 0.7008 0.4662 1.0692 -0.4722 0.0125


[4]
Formula: C6H10
Source: the Open Molecules 2025 dataset
Level of theory: ωB97M-V with the def2-TZVPD basis set

The geometry in XYZ format:
```
16
Properties=species:S:1:pos:R:3:forces:R:3
C -0.8583 1.1272 0.8385 0.434 0.023 0.814
C -0.8802 2.6312 0.5382 -0.473 -0.217 -0.288
C -0.1109 0.3055 -0.1704 -0.384 -0.241 -0.444
C 0.2324 -0.9728 -0.0322 -0.015 0.073 0.118
C 0.8606 -1.8097 -1.0600 -0.291 0.396 0.228
C 1.4410 -2.9573 -0.7568 0.278 -0.543 -0.010
H 1.4978 -3.3005 0.2685 -0.061 0.010 0.067
H -0.4949 2.8122 -0.4684 0.121 0.194 0.184
H 0.0865 0.7921 -1.1228 0.031 -0.019 -0.056
H -0.3285 3.2080 1.2751 0.170 0.062 -0.124
H 0.0290 -1.4722 0.9140 0.068 0.034 0.011
H 0.7980 -1.4748 -2.0883 0.111 0.090 -0.057
H 1.8914 -3.6077 -1.4946 -0.011 0.092 -0.096
H -1.8711 0.7518 1.0039 -0.031 -0.063 -0.378
H -1.9079 2.9932 0.5415 0.014 0.135 0.036
H -0.3849 0.9737 1.8138 0.038 -0.026 -0.005
```
Forces are in eV/Å.

Summary:
Charge: 0
SMILES: C=C/C=C/CC
Orbital gap (eV): 9.8589
Molar mass (g/mol): 82.15

Atomic partial charges in e from the Löwdin method, atoms 1 to 6: -0.2590 -0.1073 -0.1205 -0.1386 -0.1953 -0.0084